The following is a DFT calculation (ωB97M-V/def2-TZVPD) of 3 unconnected molecules or ions with the total composition C11H27FN4O5S at a distorted geometry.

CARTESIAN COORDINATES (ANGSTROEM)
C1 1.3978 2.8029 2.0398
C2 1.1183 3.6417 0.7793
O1 0.1438 3.0321 -0.0638
C3 -1.1106 3.6525 -0.0531
C4 -1.9923 3.3248 1.1900
N1 -3.0947 2.4011 0.8059
C5 -4.4330 2.6999 1.4067
N2 -4.4367 3.1860 2.7684
S1 -2.6913 0.8354 0.9829
O2 -3.2941 0.2180 2.1059
O3 -1.3040 0.6223 0.9006
F1 -3.3254 0.1841 -0.2690
H1 0.7892 1.9047 1.9961
H2 2.4454 2.5523 2.1493
H3 1.0653 3.3714 2.9081
H4 2.0230 3.7415 0.1848
H5 0.7993 4.6478 1.0543
H6 -1.6244 3.3343 -0.9556
H7 -1.0146 4.7420 -0.1155
H8 -1.3764 2.8637 1.9531
H9 -2.3758 4.2720 1.5467
H10 -4.9087 3.4321 0.7650
H11 -5.0202 1.7884 1.3914
H12 -4.3251 4.1904 2.7531
H13 -3.7261 2.7507 3.3420
C6 -0.5610 -4.5678 0.2008
N3 -0.3672 -4.4539 -1.2334
C7 -0.4303 -3.3319 -2.0020
C8 -0.7376 -2.0334 -1.2984
O4 -0.2403 -3.3950 -3.2063
H14 0.3421 -4.9742 0.6601
H15 -1.3914 -5.2462 0.4039
H16 -0.7783 -3.6041 0.6481
H17 -0.1590 -5.2895 -1.7570
H18 -0.7554 -1.2260 -2.0242
H19 -1.7126 -2.0852 -0.8134
H20 0.0301 -1.8161 -0.5575
C9 4.4209 -2.8842 -3.0717
N4 4.8898 -2.1120 -1.9344
C10 4.2010 -1.7667 -0.8134
C11 2.7694 -2.2356 -0.7176
O5 4.7310 -1.1072 0.0652
H21 5.0412 -3.7748 -3.1876
H22 4.5009 -2.2826 -3.9784
H23 3.3878 -3.1898 -2.9457
H24 5.8387 -1.7730 -1.9434
H25 2.3442 -1.8915 0.2209
H26 2.1822 -1.8255 -1.5400
H27 2.7249 -3.3258 -0.7409

HOMO: -9.35 eV
DFT total energy: -41594.9159 eV
structure (SMILES): CCOCCN(CN)S(=O)(=O)F.CNC(C)=O.CNC(C)=O


The following is a DFT calculation (ωB97M-V/def2-TZVPD) of a molecular structure, C11H27KN8OPS at a distorted geometry.

CARTESIAN COORDINATES (ANGSTROEM)
K1 0.4499 -0.2621 -0.3515
C1 0.6598 2.8566 5.1536
N1 -0.0330 1.8726 4.3313
C2 -1.2733 1.2861 4.8088
C3 0.4282 1.4707 3.1072
N2 -0.1844 0.6622 2.3101
N3 1.6779 2.0077 2.7910
C4 2.3154 2.1297 1.5504
N4 3.4744 2.8564 1.6622
N5 1.8616 1.6083 0.4757
H1 0.0646 3.0491 6.0397
H2 0.7832 3.8092 4.6337
H3 1.6358 2.5017 5.5004
H4 -1.4676 1.6425 5.8155
H5 -1.2137 0.1960 4.8431
H6 -2.1226 1.5685 4.1829
H7 -1.1128 0.4559 2.6604
H8 2.1653 2.4408 3.5518
H9 3.6390 3.4693 2.4400
H10 3.9718 3.0752 0.8187
H11 2.4446 1.8689 -0.3185
C5 3.0698 -5.5772 -1.5542
C6 3.7635 -4.7344 -0.4828
C7 2.7952 -3.9090 0.3179
N6 1.9140 -3.1181 -0.1825
N7 1.1313 -2.4755 0.7605
C8 1.4665 -2.7904 1.9800
N8 0.8615 -2.2596 3.0844
S1 2.7622 -3.9323 2.0593
H12 3.8017 -6.1634 -2.1093
H13 2.5359 -4.9387 -2.2570
H14 2.3510 -6.2638 -1.1035
H15 4.4837 -4.0591 -0.9471
H16 4.3291 -5.3746 0.1937
H17 0.4838 -1.3241 2.9366
H18 1.3113 -2.4091 3.9706
C9 0.3769 -2.8568 -3.6454
P1 -0.6109 -1.4282 -3.2189
C10 -1.9175 -2.0618 -2.1495
C11 -1.4188 -0.8652 -4.7144
O1 0.1943 -0.3433 -2.5649
H19 -0.2250 -3.6324 -4.1228
H20 0.8223 -3.2416 -2.7242
H21 1.1760 -2.5461 -4.3199
H22 -2.5363 -2.7831 -2.6863
H23 -2.5473 -1.2375 -1.8121
H24 -1.4732 -2.5623 -1.2852
H25 -2.0250 -1.6449 -5.1789
H26 -0.6499 -0.5336 -5.4131
H27 -2.0487 -0.0118 -4.4614

HOMO: -11.32 eV
total charge: +1
DFT total energy: -62260.8335 eV


The following is a DFT calculation (ωB97M-V/def2-TZVPD) of a molecular structure, C11H29ClIN2OP2SY at a distorted geometry.

CARTESIAN COORDINATES (ANGSTROEM)
C1 0.0060 0.9160 -7.4021
C2 0.0134 1.9597 -6.4361
H1 0.0064 1.3168 -8.4520
H2 -0.9004 0.2995 -7.2121
H3 0.9057 0.2891 -7.2147
O1 0.0210 3.0488 -6.0220
I1 -0.0027 -0.1459 -4.0483
Y1 -0.0136 -0.8360 -1.2520
P1 2.6217 -0.0308 -0.5368
C3 3.4627 1.1179 0.6138
C4 3.1382 -1.6535 0.1725
H4 4.2191 -1.7596 0.0330
H5 4.5964 -0.2634 -1.9160
H6 2.6008 -2.4704 -0.3306
H7 3.0715 -0.5822 -2.8460
H8 3.0498 0.9813 1.6242
H9 2.8809 -1.6643 1.2390
C5 3.5646 0.0583 -2.0953
H10 4.5488 0.9282 0.6169
H11 3.5315 1.1023 -2.4462
H12 3.2746 2.1538 0.2890
P2 -2.6389 0.0267 -0.5365
C6 -3.5124 1.1803 0.5840
C7 -3.5727 0.0851 -2.1031
H13 -2.6127 -2.4132 -0.3115
H14 -4.2126 -1.7012 0.1209
H15 -2.8148 -1.5930 1.2587
C8 -3.1262 -1.5905 0.2069
H16 -3.0791 -0.5740 -2.8364
H17 -4.6078 -0.2226 -1.9213
H18 -4.6016 1.0371 0.4996
H19 -3.2592 2.2168 0.3103
H20 -3.5297 1.1209 -2.4774
H21 -3.1898 0.9954 1.6207
Cl1 -0.0278 -3.3086 -1.1441
C9 -1.4062 0.6240 5.0028
N1 -0.6978 0.9112 3.7402
C10 -0.0027 -0.0722 3.0855
S1 -0.0302 -0.1052 1.3327
N2 0.7391 -0.9618 3.7957
C11 1.4441 -0.5715 5.0305
H22 -1.1166 -0.3869 5.3394
H23 -2.5089 0.6703 4.8877
H24 -1.1348 1.3591 5.7681
H25 -1.1665 1.5745 3.1120
H26 1.2050 -1.6608 3.2085
H27 1.1964 -1.2478 5.8585
H28 2.5342 -0.6039 4.9088
H29 1.1341 0.4459 5.2805

HOMO: -13.83 eV
total charge: +2
DFT total energy: -67973.7166 eV


The following is a DFT calculation (ωB97M-V/def2-TZVPD) of a molecular structure, C11H29CrI2OP2Si at a distorted geometry.

CARTESIAN COORDINATES (ANGSTROEM)
I1 -1.3048 1.5056 -4.0049
I2 -0.8018 -2.5019 -0.9695
Cr1 -0.3410 -0.0176 -1.0632
P1 1.6648 -0.5817 -2.1848
C1 1.2759 -0.9993 -3.8951
C2 2.9806 0.6625 -2.2484
H1 3.9059 0.2100 -2.6233
H2 3.5705 -2.0471 -1.8408
H3 3.1645 1.0525 -1.2363
H4 2.5138 -2.0091 -0.4146
H5 0.7063 -0.1701 -4.3501
H6 2.6926 1.5042 -2.8898
C3 2.5294 -2.0291 -1.5099
H7 2.1829 -1.1718 -4.4843
H8 2.0269 -2.9412 -1.8308
H9 0.6329 -1.8849 -3.9223
P2 -2.4197 0.5607 -0.0473
C4 -3.6489 0.6181 -1.3726
C5 -3.1258 -0.6327 1.1232
H10 -1.8241 2.1804 1.6499
H11 -3.5483 2.2723 1.1765
H12 -2.2747 2.9577 0.1072
C6 -2.5209 2.1503 0.8070
H13 -2.4001 -0.9634 1.8709
H14 -3.9744 -0.1484 1.6244
H15 -4.6098 0.9467 -0.9492
H16 -3.7301 -0.3854 -1.8083
H17 -3.4779 -1.5055 0.5667
H18 -3.3067 1.3254 -2.1663
C7 -0.3293 1.9128 -2.0365
O1 0.0758 2.9863 -1.6775
C8 -0.4817 0.6800 3.4272
Si1 0.8109 -0.1570 2.3337
C9 2.4441 0.0048 3.2345
C10 0.4781 -2.0038 2.1621
C11 0.7512 0.6668 0.6041
H19 -0.3518 0.3329 4.4652
H20 -1.5269 0.4842 3.1443
H21 -0.3271 1.7669 3.4306
H22 2.3740 -0.3922 4.2622
H23 3.2539 -0.5450 2.7404
H24 2.7600 1.0527 3.3351
H25 -0.4982 -2.2298 1.7130
H26 1.2410 -2.4902 1.5413
H27 0.4993 -2.4905 3.1547
H28 0.4601 1.7315 0.7168
H29 1.8286 0.7325 0.3348

HOMO (alpha / beta): -15.76 / -15.91 eV
total charge: +2
DFT total energy: -84986.3673 eV
spin multiplicity: 4


The following is a DFT calculation (ωB97M-V/def2-TZVPD) of a molecular structure, C11H29FN2NbO3 at a distorted geometry.

CARTESIAN COORDINATES (ANGSTROEM)
C1 -3.7263 -1.8445 4.4021
C2 -3.1556 -0.6467 3.3947
F1 -3.3445 0.6300 4.1353
C3 -1.6061 -0.9699 2.9669
Nb1 -0.4474 0.9096 2.2471
C4 -0.8878 0.3598 0.0439
O1 -0.3179 1.4541 4.3049
C5 0.6298 2.7725 1.5274
C6 2.2023 2.9108 1.9441
C7 2.6808 2.0423 3.2438
N1 3.3847 0.6939 3.2167
O2 2.4931 2.5757 4.4815
H1 -2.8320 -2.5912 4.6262
H2 -4.0660 -1.4103 5.4446
H3 -4.6211 -2.4243 3.8705
H4 -3.9031 -0.6191 2.4817
H5 -1.0617 -1.4089 3.9348
H6 -1.5722 -1.8477 2.1677
H7 1.0451 -0.1090 2.3072
H8 -2.0442 1.8326 2.2153
H9 0.0414 0.5283 -0.6607
H10 -1.7214 1.1238 -0.3300
H11 -1.2822 -0.7413 -0.0881
H12 -0.9082 0.8801 4.8756
H13 0.5955 2.7623 0.3342
H14 0.0424 3.7213 1.9140
H15 2.3775 4.0579 2.2261
H16 2.9326 2.7249 1.0183
H17 3.3043 0.3076 2.2335
H18 2.9037 0.0289 3.8694
C8 0.9266 -1.6577 -6.1076
C9 1.7440 -0.8226 -5.1240
C10 1.4792 -1.1714 -3.6421
O3 0.2392 -0.6746 -3.1274
C11 -0.8966 -1.4516 -3.4846
N2 1.5027 0.6035 -5.3922
H19 -0.1102 -1.3228 -6.1889
H20 1.3585 -1.5885 -7.1123
H21 0.9278 -2.7146 -5.8215
H22 2.8017 -1.0334 -5.3240
H23 2.2585 -0.6926 -3.0380
H24 1.5650 -2.2503 -3.4593
H25 -0.6683 -2.5187 -3.5297
H26 -1.2999 -1.1008 -4.4349
H27 -1.6675 -1.2919 -2.7261
H28 2.1308 1.1563 -4.8084
H29 0.5728 0.8281 -5.0279

HOMO: -4.68 eV
total charge: -1
DFT total energy: -25260.2618 eV